(1)
ORCA calculation (ωB97M-V/def2-TZVPD) on a cluster of 2 separate species, C7H11BrN6 in total at a distorted geometry.

E: -3175.18962 Ha
Highest occupied orbital energy: -14.0 eV
E_LUMO: -6.06 eV
Energy above the lowest of the compared OMol25 structures with the same formula, charge and spin: 150.4 kJ/mol
Maximum force: 3.91 eV/A
Total charge: +2

Each line ends with the natural charge from an NBO analysis.
CARTESIAN COORDINATES (ANGSTROEM)
C -5.1295 1.0487 0.0002  -0.236
C -4.1539 2.0187 -0.4793  0.036
C -4.5773 -0.1552 0.2059  -0.068
C -1.5961 -3.2960 0.0834  0.304
C 1.3393 -2.6294 -1.7283  -0.148
C 0.4158 -2.9040 -0.9849  0.008
C -2.2083 -0.8601 -0.2914  0.715
N -2.9983 1.3706 -0.5742  -0.244
N -3.2732 0.0437 -0.2302  -0.227
N -0.4834 -3.6015 -0.3289  -0.391
N -2.4381 -2.0896 0.1629  -0.601
N -1.0505 -0.4364 -0.7987  -0.718
N 9.1799 3.4743 1.7774  -0.889
Br 2.6824 -1.9866 -2.7369  0.260
H -6.1429 1.1942 0.0025  0.241
H -4.3449 3.0764 -0.5291  0.253
H -5.1283 -1.0796 0.1749  0.249
H -2.0959 -4.2418 0.4285  0.223
H 8.1358 3.7728 1.9807  0.476
H -3.4140 -2.3400 0.5289  0.459
H -0.8106 0.5216 -0.8820  0.455
H -0.2824 -1.0791 -0.8683  0.431
H 9.3024 2.4242 1.6883  0.479
H 9.6215 3.9615 2.5486  0.470
H 9.4502 3.7927 0.8501  0.463

(2)
ORCA calculation (ωB97M-V/def2-TZVPD) on the molecule C6H4O at a distorted geometry.

E: -306.02435 Ha
Highest occupied orbital energy (spin up / spin down): -7.5 / -7.6 eV
E_LUMO (spin up / spin down): 0.44 / -0.61 eV
Energy above the lowest of the compared OMol25 structures with the same formula, charge and spin: 491.5 kJ/mol
Maximum force: 1.87 eV/A
Total charge: 0

Each line ends with the natural charge from an NBO analysis.
CARTESIAN COORDINATES (ANGSTROEM)
C 3.6064 -0.5758 0.0327  -0.163
C 2.4611 -0.1848 0.0553  -0.097
C 1.1657 0.2742 0.0924  -0.057
C 0.0241 0.7054 0.1664  -0.057
C -1.2649 1.1655 0.4002  0.023
C -2.2641 -0.7167 -0.4191  -0.055
O -2.3021 0.3174 0.3521  -0.380
H 4.6213 -0.9061 0.0096  0.238
H -1.5216 2.1470 0.7624  0.206
H -2.9486 -1.5187 -0.1996  0.174
H -1.5772 -0.7074 -1.2524  0.167

(3)
ORCA calculation (ωB97M-V/def2-TZVPD) on a cluster of 2 separate species, C3H8NSi in total at a distorted geometry.

E: -462.98211 Ha
Highest occupied orbital energy: -14.4 eV
E_LUMO: -6.79 eV
Energy above the lowest of the compared OMol25 structures with the same formula, charge and spin: 248.2 kJ/mol
Maximum force: 2.69 eV/A
Total charge: +1

Each line ends with the natural charge from an NBO analysis.
CARTESIAN COORDINATES (ANGSTROEM)
C -2.4798 -0.1454 0.0456  0.338
C -3.9336 -0.3225 0.0828  -0.722
C 2.1436 0.6730 -0.2127  -1.191
N -1.3372 -0.1318 0.1919  -0.420
Si 3.7947 -0.3154 -0.0669  1.493
H -4.1850 -0.7370 -0.8724  0.263
H -4.0879 -1.0531 0.9307  0.272
H -4.2824 0.7329 0.3201  0.271
H 1.4748 0.2331 0.5773  0.309
H 2.4608 1.6976 0.2484  0.304
H 1.3408 0.6555 -1.0113  0.351
H 4.6770 -0.2115 -1.2582  -0.149
H 4.4141 -1.0755 1.0245  -0.119

(4)
ORCA calculation (ωB97M-V/def2-TZVPD) on a structure of composition C26H28CrN5O at a distorted geometry.

⟨S²⟩: 6.447
E: -2400.60550 Ha
Highest occupied orbital energy (spin up / spin down): -11.4 / -11.4 eV
E_LUMO (spin up / spin down): -5.96 / -4.96 eV
Multiplicity: 5
Energy above the lowest of the compared OMol25 structures with the same formula, charge and spin: 672.1 kJ/mol
Maximum force: 3.31 eV/A
Total charge: +1

Each line ends with the Löwdin spin population.
CARTESIAN COORDINATES (ANGSTROEM)
Cr -1.1506 -20.1599 16.1688  4.449
C 1.3780 -20.7154 18.4874  -0.043
O 0.5036 -20.1127 17.5608  -0.391
H 0.7642 -21.5089 18.9136  -0.029
H 2.2565 -21.2421 18.1146  -0.001
H 1.6665 -20.1750 19.3890  -0.010
N 5.2358 -22.9369 14.2817  0.000
C 5.4374 -22.8188 15.6567  0.000
C 4.4339 -23.0012 16.5649  0.000
C 3.1658 -23.3154 16.1606  0.000
C 2.9371 -23.4120 14.7588  0.000
C 4.0084 -23.2980 13.8266  0.000
H 6.4070 -22.5724 16.0636  0.000
H 4.6588 -22.9036 17.6167  0.000
H 2.2915 -23.3202 16.7946  0.000
H 1.9234 -23.5587 14.4164  0.000
H 3.8586 -23.4324 12.7655  0.000
N -0.5697 -17.8913 15.5334  0.012
C 0.3039 -17.1107 16.3001  0.005
C 0.6397 -15.7502 15.9177  -0.001
C 0.0084 -15.2459 14.7885  0.003
C -0.9556 -15.9674 14.1147  0.000
C -1.1752 -17.2613 14.4385  0.006
H 0.7971 -17.6041 17.1245  -0.001
H 1.3161 -15.1249 16.4816  0.000
H 0.1061 -14.2017 14.5307  0.000
H -1.5983 -15.4886 13.3907  0.000
H -1.8403 -17.8281 13.8039  0.002
N 1.0264 -20.7552 23.0028  0.000
C 0.9948 -21.7780 23.9384  0.000
C -0.2277 -22.3779 24.3062  0.000
C -1.4401 -21.8078 23.8597  0.000
C -1.3655 -20.7797 22.8998  0.000
C -0.1565 -20.2610 22.5435  0.000
H 1.9247 -22.2700 24.1825  0.000
H -0.1688 -23.1294 25.0795  0.000
H -2.3892 -22.2546 24.1165  0.000
H -2.2291 -20.2519 22.5230  0.000
H 0.0511 -19.4876 21.8189  0.000
N 0.6364 -26.4925 20.9342  0.000
C 0.5518 -25.1501 20.7926  0.000
C 1.6805 -24.3177 20.8522  0.000
C 2.8938 -24.9371 21.0418  0.000
C 2.9930 -26.3114 21.2802  0.000
C 1.8332 -27.0256 21.2652  0.000
H -0.4154 -24.7309 20.5579  0.000
H 1.7061 -23.2424 20.7552  0.000
H 3.8031 -24.3923 20.8349  0.000
H 3.9171 -26.8454 21.4451  0.000
H 1.8403 -28.0698 21.5407  0.000
N 6.7008 -22.3178 20.1579  0.000
C 5.5156 -21.7906 20.4953  0.000
C 4.9999 -20.6014 19.8915  0.000
C 5.6927 -20.0377 18.8289  0.000
C 6.8679 -20.6251 18.4464  0.000
C 7.3788 -21.7229 19.1782  0.000
H 5.0921 -22.2448 21.3789  0.000
H 4.0976 -20.1039 20.2153  0.000
H 5.3417 -19.2394 18.1918  0.000
H 7.3200 -20.2589 17.5365  0.000
H 8.3424 -22.1511 18.9448  0.000

(5)
ORCA calculation (ωB97M-V/def2-TZVPD) on the ion C6H15N with charge +1 at a distorted geometry.

⟨S²⟩: 0.755
E: -291.95552 Ha
Highest occupied orbital energy (spin up / spin down): -15.3 / -15.2 eV
E_LUMO (spin up / spin down): -3.13 / -9.21 eV
Multiplicity: 2
Energy above the lowest of the compared OMol25 structures with the same formula, charge and spin: 280.0 kJ/mol
Maximum force: 5.70 eV/A
Total charge: +1

Each line ends with the Löwdin spin population.
CARTESIAN COORDINATES (ANGSTROEM)
C -1.4589 0.9418 -1.1783  0.019
C -0.9907 0.7454 0.2923  0.141
C 0.2350 -0.1655 0.4339  0.127
C 0.1579 -1.7085 0.0016  0.015
C 1.4338 0.4008 -0.2430  0.022
C 2.5616 -0.5509 -0.5093  0.016
N -2.0259 0.5411 1.3232  0.569
H -1.5664 0.0055 -1.6722  0.004
H -0.7044 1.3396 -1.7516  0.002
H -2.4967 1.4676 -1.1536  0.004
H -0.4365 1.7141 0.5362  0.025
H 0.3625 -0.1386 1.5821  -0.002
H -0.9134 -1.8788 -0.0995  0.002
H 0.4174 -2.3434 0.8338  0.004
H 0.5463 -1.7858 -1.0241  0.001
H 1.7449 1.2607 0.1969  0.001
H 0.9583 0.7867 -1.2265  0.001
H 2.2743 -1.1672 -1.4303  0.000
H 3.4967 0.0056 -0.6167  0.004
H 2.8012 -1.1768 0.3385  0.000
H -1.5219 0.5240 2.1450  0.019
H -2.4132 -0.3795 1.2959  0.025

(6)
ORCA calculation (ωB97M-V/def2-TZVPD) on a structure of composition C19H20F5MoS4Sb2 at a distorted geometry.

⟨S²⟩: 2.037
E: -3376.48174 Ha
Highest occupied orbital energy (spin up / spin down): -11.4 / -11.4 eV
E_LUMO (spin up / spin down): -5.11 / -5.05 eV
Multiplicity: 3
Maximum force: 2.58 eV/A
Total charge: +1

Each line ends with the Löwdin spin population.
CARTESIAN COORDINATES (ANGSTROEM)
Mo -0.1552 -0.6413 0.4591  1.809
C 3.5865 -0.6632 -1.2279  0.012
Sb 2.4941 -1.0006 0.5753  0.039
C 3.5947 -2.6223 1.4403  0.013
C 3.2363 0.6880 1.7570  0.006
C 3.5870 0.2159 3.1218  0.000
C 4.8840 -0.2450 3.3438  0.001
C 5.2615 -0.7857 4.5572  0.000
C 4.3325 -0.8818 5.5825  0.001
C 3.0460 -0.4171 5.3847  0.000
C 2.6583 0.1606 4.1744  0.000
C 1.3075 0.7730 4.0741  0.002
Sb -0.2790 -0.3939 3.1195  0.003
C -1.8483 0.9135 3.7441  0.008
C -0.4394 -2.0317 4.4817  -0.008
H 4.6495 -0.6670 -0.9958  0.000
H 3.3031 0.2964 -1.6599  0.000
H 3.3626 -1.4565 -1.9375  0.000
H 4.6474 -2.3565 1.4800  0.001
H 3.4792 -3.5046 0.8161  0.000
H 3.2421 -2.8392 2.4474  0.000
H 2.4622 1.4593 1.7388  0.000
H 4.1190 1.0666 1.2413  0.000
H 5.6069 -0.1520 2.5463  0.000
H 6.2726 -1.1314 4.7020  0.000
H 4.6161 -1.2985 6.5367  0.000
H 2.3294 -0.4717 6.1936  0.000
H 1.3375 1.7200 3.5293  0.000
H 0.9061 0.9517 5.0727  0.000
H -1.7869 1.0657 4.8190  0.000
H -2.8170 0.4896 3.4894  0.001
H -1.7405 1.8717 3.2338  0.001
H -0.5861 -1.6080 5.4700  -0.001
H 0.4693 -2.6272 4.4657  0.000
H -1.2911 -2.6532 4.2205  0.000
S -2.0967 3.3602 -0.5811  0.023
C -1.5524 1.8693 -0.2239  0.028
S -2.4049 0.5179 0.3634  0.056
S 0.1866 1.4474 -0.4087  -0.065
F 1.0259 -7.6016 0.0877  0.000
C 0.5983 -6.3778 -0.1857  -0.001
C 0.5275 -5.4189 0.8245  0.000
F 0.8930 -5.7110 2.0704  0.000
C 0.0910 -4.1379 0.5223  0.001
F -0.0034 -3.2187 1.5353  0.019
C -0.2711 -3.7526 -0.7670  0.015
S -0.9544 -2.1732 -1.0926  0.037
C -0.1912 -4.7288 -1.7695  0.001
F -0.5212 -4.4040 -3.0126  -0.001
C 0.2379 -6.0250 -1.4889  0.001
F 0.3117 -6.9269 -2.4556  0.000